A structure of composition C6H12AgF12N6O12S4 at a distorted geometry. Source: the OMol25 dataset; level of theory: the ωB97M-V functional and the def2-TZVPD basis.

Structure (XYZ):
```
53
Properties=species:S:1:pos:R:3
Ag 0.300 -0.654 0.373
C -3.649 3.061 2.644
F -2.369 2.900 2.648
F -4.131 3.761 3.684
F -4.003 3.562 1.515
S -4.376 1.265 2.720
O -3.916 0.798 4.085
O -5.780 1.538 2.580
N -3.503 0.401 1.489
S -4.675 -0.483 0.996
O -4.126 -1.585 0.242
O -5.756 -0.922 1.860
C -5.638 0.646 -0.230
F -4.967 1.797 -0.394
F -5.641 -0.091 -1.315
F -6.899 0.766 0.034
C 4.355 3.059 -1.445
F 4.822 2.268 -2.399
F 4.240 2.442 -0.219
F 5.123 4.202 -1.165
S 2.516 3.626 -1.840
O 2.036 4.265 -0.606
O 2.716 4.517 -2.999
N 1.769 2.090 -2.182
S 0.691 2.467 -3.197
O -0.312 1.430 -3.116
O 0.173 3.823 -3.157
C 1.609 2.087 -4.843
F 2.921 2.407 -4.853
F 1.385 0.806 -5.213
F 1.060 2.914 -5.706
O 3.700 -2.179 0.346
H 3.864 -3.106 0.517
H 4.326 -1.717 0.904
O 0.078 -3.939 2.138
H 0.612 -4.601 1.699
H -0.118 -4.318 2.994
C 2.501 0.462 5.145
O 2.033 0.506 4.054
N 1.787 0.157 6.131
N 3.737 0.797 5.410
H 0.816 -0.050 5.946
H 2.207 0.149 7.050
H 3.776 1.145 6.358
H 4.367 1.123 4.690
C 0.018 -5.053 -3.714
O 0.109 -4.153 -2.866
N -0.197 -6.298 -3.647
N 0.144 -4.888 -4.974
H -0.064 -6.783 -4.523
H -0.252 -6.804 -2.775
H 0.175 -5.660 -5.624
H 0.403 -3.952 -5.250
```

## Properties
Charge   0
⟨S²⟩   0.762
Total energy   -4404.9721 a.u.
Highest occupied orbital energy (alpha / beta)   -0.333 / -0.333 Eh
Spin multiplicity   2
Gap between HOMO and LUMO (alpha / beta)   6.120 / 2.773 eV
LUMO level (alpha / beta)   -0.108 / -0.231 hartree